# C62H57BaFNOP2Se4Te

C62H57BaFNOP2Se4Te as an isolated structure at a distorted geometry (ωB97M-V with the def2-TZVPD basis set, the Open Molecules 2025 dataset).

```
! wB97M-V def2-TZVPD RIJCOSX def2/J DEFGRID3
* xyz -1 1
Ba -0.7245 -2.1529 0.7446
O -1.3795 3.4163 1.7183
C -0.8171 4.4823 1.0467
C -1.5287 5.6300 0.7310
C -0.8751 6.6713 0.0854
C 0.4646 6.5591 -0.2327
C 1.1401 5.3758 0.0477
C 0.5084 4.2965 0.6648
P 1.2616 2.6263 0.9261
C 1.3996 2.5867 2.7479
C 1.8542 3.6574 3.5196
C 1.9125 3.5538 4.9010
C 1.5114 2.3752 5.5288
C 1.0504 1.3059 4.7749
C 0.9927 1.4156 3.3851
C 2.9712 2.8998 0.3139
C 3.1415 3.0632 -1.0654
C 4.4036 3.2271 -1.6182
C 5.5296 3.2124 -0.8010
C 5.3776 3.0159 0.5636
C 4.1083 2.8534 1.1153
C -2.5575 3.4901 2.4348
C -2.9032 4.5867 3.2060
C -4.0994 4.5461 3.9085
C -4.9140 3.4301 3.8418
C -4.5267 2.3229 3.0918
C -3.3328 2.3298 2.3777
P -2.6164 0.9152 1.4238
C -2.7208 1.5173 -0.3073
C -3.7052 2.3834 -0.7855
C -3.6657 2.8439 -2.0955
C -2.6406 2.4470 -2.9507
C -1.6529 1.5858 -2.4949
C -1.6978 1.1384 -1.1783
C -4.0066 -0.2624 1.5471
C -4.9866 -0.3815 0.5630
C -6.0638 -1.2363 0.7407
C -6.1784 -1.9688 1.9136
C -5.2059 -1.8623 2.8981
C -4.1098 -1.0288 2.7104
H -2.5771 5.7062 0.9809
H -1.4260 7.5717 -0.1607
H 0.9865 7.3774 -0.7134
H 2.1812 5.2848 -0.2393
H 2.1567 4.5798 3.0341
H 2.2680 4.3904 5.4906
H 1.5575 2.2974 6.6087
H 0.7334 0.3849 5.2504
H 0.6225 0.5807 2.7963
H 2.2716 3.0571 -1.7168
H 4.5081 3.3586 -2.6885
H 6.5172 3.3368 -1.2292
H 6.2478 2.9887 1.2085
H 4.0090 2.6914 2.1815
H -2.2473 5.4457 3.2654
H -4.3858 5.3984 4.5144
H -5.8494 3.4070 4.3864
H -5.1517 1.4382 3.0702
H -4.5085 2.6992 -0.1272
H -4.4400 3.5131 -2.4524
H -2.6157 2.8040 -3.9745
H -0.8587 1.2527 -3.1562
H -0.8953 0.4952 -0.8282
H -4.9076 0.1970 -0.3464
H -6.8075 -1.3385 -0.0417
H -7.0091 -2.6530 2.0440
H -5.2694 -2.4625 3.7961
H -3.3247 -0.9960 3.4620
Se -0.2203 -2.0331 3.7194
Se -0.6179 -4.3558 3.6830
Se -2.9046 -4.6240 3.2677
Se -3.1790 -4.1131 0.9963
C 2.1511 -0.5427 -2.6841
C 1.6572 -1.7225 -3.5301
C 2.6051 -1.9849 -4.6967
C 0.2228 -1.4656 -3.9515
C -0.0652 -0.7014 -5.0808
C -1.3761 -0.3807 -5.4088
C -2.4075 -0.8017 -4.5777
C -2.1591 -1.5650 -3.4384
C -3.3012 -1.9902 -2.5206
C -3.6524 -3.4741 -2.6543
C -4.5545 -1.1480 -2.7139
C -0.8247 -1.9252 -3.1353
N -0.5391 -2.6654 -1.9715
C -0.1163 -3.9534 -2.1505
C -0.1799 -4.7017 -3.3479
C 0.1940 -6.0412 -3.4097
C 0.6613 -6.7228 -2.2915
C 0.7754 -6.0179 -1.0955
C 0.4198 -4.7035 -1.0867
F 0.5955 -4.0043 0.1207
H 3.1635 -0.7150 -2.2974
H 1.4916 -0.3644 -1.8300
H 2.1762 0.3761 -3.2857
H 1.6714 -2.6072 -2.8983
H 2.7990 -1.0793 -5.2820
H 2.2042 -2.7447 -5.3735
H 3.5697 -2.3400 -4.3209
H 0.7464 -0.3494 -5.7135
H -1.5911 0.2189 -6.2879
H -3.4278 -0.5182 -4.8168
H -2.9690 -1.8405 -1.4901
H -4.0161 -3.6779 -3.6689
H -4.4377 -3.7449 -1.9419
H -2.8035 -4.1225 -2.4618
H -5.2754 -1.3893 -1.9303
H -5.0341 -1.3624 -3.6749
H -4.3463 -0.0733 -2.6706
H -0.5623 -4.2004 -4.2305
H 0.1024 -6.5633 -4.3560
H 0.9331 -7.7681 -2.3375
H 1.1458 -6.4700 -0.1836
C 3.7001 -3.1357 2.3072
Te 3.2379 -2.4374 0.3604
C 5.0675 -1.3939 0.5261
C 5.8884 -2.2355 1.4852
C 7.2782 -2.1717 1.5159
C 8.0017 -2.9478 2.4126
C 7.3323 -3.7947 3.2890
C 5.9445 -3.8622 3.2625
C 5.2149 -3.0892 2.3642
H 3.2904 -4.1314 2.4583
H 3.2267 -2.4652 3.0224
H 4.8659 -0.4020 0.9283
H 5.5341 -1.2838 -0.4497
H 7.7963 -1.5133 0.8261
H 9.0844 -2.8993 2.4195
H 7.8898 -4.4110 3.9846
H 5.4189 -4.5262 3.9403
*
```

Its molecular weight is 1493.86 g/mol. The energy relative to the best compared isomer or geometry (same formula, charge and spin) comes out at 0.00 kJ/mol. For the HOMO energy, the calculation gives -3.96 eV. Its energy is -359430.44116 eV. As for the strongest force on any atom: 0.0336 Eh/bohr. The gap between HOMO and LUMO comes out at 5.96 eV.


# C62H57N9O22

A 11-piece molecular cluster, C62H57N9O22 overall at a distorted geometry (ωB97M-V with the def2-TZVPD basis set, the Open Molecules 2025 dataset).

```
! wB97M-V def2-TZVPD RIJCOSX def2/J DEFGRID3
* xyz 0 1
O 1.1786 22.7376 15.4955
C 0.5214 23.6972 15.1093
O -0.7629 23.7952 15.4446
C -1.3838 24.9468 14.8059
C -0.3748 25.4240 13.7065
C 0.9398 24.7750 14.2029
H -1.5188 25.7518 15.5459
H -2.3681 24.6410 14.4117
H -0.2813 26.4658 13.8370
H -0.5539 25.1747 12.6317
H 1.5447 25.4289 14.7868
H 1.6459 24.2753 13.5498
O 3.5090 20.8529 20.8363
C 3.0044 20.3806 19.8708
O 3.4803 20.7842 18.6520
C 2.6876 20.2631 17.5511
C 1.5157 19.5659 18.2173
C 1.8475 19.4656 19.6929
H 3.3133 19.5594 17.0921
H 2.4503 21.1628 16.9415
H 1.4168 18.5949 17.7249
H 0.6283 20.1918 18.0926
H 2.1794 18.4879 19.9597
H 1.0142 19.7417 20.3520
C 0.4852 27.4362 22.1493
C 1.5545 27.3074 21.2457
C 1.2750 26.9768 19.9455
C -0.0616 26.8712 19.5425
C -1.0905 27.1384 20.3847
C -0.8234 27.3598 21.6972
N -0.3171 26.4151 18.1084
O -1.3725 25.8959 17.8391
O 0.5674 26.5974 17.3591
H 0.6384 27.5491 23.2386
H 2.5598 27.3320 21.5870
H 2.0693 26.6609 19.2484
H -2.1467 27.1397 20.1800
H -1.7549 27.3783 22.1992
C -2.4145 20.0512 15.0266
C -1.2596 19.6861 14.3111
C -0.8485 20.4459 13.2542
C -1.5585 21.6079 12.8490
C -2.7267 21.9402 13.5346
C -3.0958 21.1585 14.6389
N -1.0310 22.4061 11.7615
O 0.0813 22.1265 11.3340
O -1.7183 23.3164 11.3148
H -2.7492 19.6087 15.9372
H -0.6526 18.8484 14.6444
H 0.0492 20.2587 12.6230
H -3.3687 22.7909 13.2494
H -4.0592 21.3923 15.1629
C 5.2692 23.1668 17.7779
C 6.0519 23.6326 18.8555
C 5.9889 24.9568 19.3019
C 5.0103 25.7452 18.7146
C 4.1912 25.3112 17.7063
C 4.2976 23.9751 17.2543
N 4.8415 27.1913 19.1274
O 5.4876 27.4987 20.0747
O 4.0629 27.8759 18.4922
H 5.3916 22.1070 17.4917
H 6.8522 22.9824 19.1881
H 6.5908 25.3616 20.1523
H 3.5131 25.9433 17.1998
H 3.6258 23.5739 16.4758
C 0.5919 25.2417 5.6794
C 0.8587 24.3848 6.7569
C 0.6690 24.8210 8.0996
C 0.2656 26.0987 8.2729
C -0.0380 26.9743 7.2311
C 0.0570 26.5362 5.9030
N 0.2537 26.5792 9.6836
O 0.6430 25.8568 10.5345
O -0.1241 27.6989 9.8949
H 0.6589 24.9476 4.6000
H 1.3290 23.4395 6.5922
H 0.8935 24.1792 8.9001
H -0.5531 27.9040 7.5370
H -0.2066 27.1899 5.0417
C -3.0688 31.9098 18.6500
C -3.3627 32.1682 17.3355
C -3.0056 31.2668 16.2316
C -2.3316 30.0796 16.6063
C -2.0090 29.8481 17.9522
C -2.2803 30.7829 18.9843
N -2.0738 29.0333 15.5416
O -0.9578 28.4895 15.5648
O -2.9499 28.8223 14.7269
H -3.2146 32.7051 19.3708
H -3.7924 33.1242 17.0074
H -3.1584 31.4662 15.1676
H -1.4272 28.9697 18.2697
H -2.0242 30.6469 19.9857
C 1.1510 23.5399 18.8638
C 1.6638 23.8272 20.0713
C 0.7802 23.9544 21.1464
C -0.5738 23.6991 20.9737
C -1.1139 23.4135 19.6834
C -0.2358 23.2465 18.6086
N -1.5729 24.0465 22.0153
O -2.7421 24.0031 21.7343
O -1.1629 24.3421 23.1354
H 1.8867 23.4369 18.0357
H 2.6969 23.9810 20.2709
H 1.1423 24.2308 22.1390
H -2.1805 23.3613 19.6431
H -0.5141 23.0091 17.6112
C 2.5934 28.9963 14.2701
C 2.6407 28.7740 12.9126
C 3.4299 27.7682 12.3928
C 4.2462 27.0254 13.2959
C 4.2331 27.2830 14.6800
C 3.3077 28.2485 15.1565
N 5.1587 25.9693 12.7782
O 5.2959 25.9636 11.5784
O 5.7502 25.2435 13.5140
H 1.8232 29.7123 14.6112
H 2.0591 29.4680 12.2729
H 3.4954 27.4619 11.3178
H 4.9161 26.7729 15.3316
H 3.2642 28.4029 16.1954
C -5.2929 28.6804 17.0631
C -4.7648 27.6144 17.8039
C -4.7219 26.3272 17.3521
C -5.1189 26.1043 16.0671
C -5.6729 27.1305 15.2719
C -5.7371 28.4016 15.7841
N -5.1327 24.7210 15.4920
O -5.3209 24.5940 14.3066
O -4.8695 23.8212 16.2562
H -5.2022 29.6899 17.3922
H -4.3911 27.8001 18.8315
H -4.3082 25.5319 17.9451
H -5.9211 26.8448 14.2178
H -6.1459 29.2235 15.1921
C -5.4644 30.7214 11.3668
C -4.1252 30.7041 11.0985
C -3.3919 29.5468 11.3103
C -4.1004 28.3833 11.7178
C -5.4472 28.3897 11.8617
C -6.1415 29.5760 11.6372
N -3.2948 27.1105 11.9830
O -2.1172 27.1383 11.6443
O -3.8736 26.1520 12.4224
H -6.0632 31.6470 11.2128
H -3.6122 31.5582 10.6491
H -2.3219 29.6128 11.3111
H -5.9272 27.5358 12.2195
H -7.2042 29.6701 11.8038
*
```

Its molecular weight is 1280.18 g/mol. The energy relative to the best compared isomer or geometry (same formula, charge and spin) comes out at 0.00 kJ/mol. For the HOMO energy, the calculation gives -9.54 eV. Its energy is -123648.56155 eV. As for the strongest force on any atom: 0.0720 Eh/bohr. The gap between HOMO and LUMO comes out at 8.85 eV. The SMILES is O=[N+]([O-])c1ccccc1.O=[N+]([O-])c1ccccc1.O=[N+]([O-])c1ccccc1.O=[N+]([O-])c1ccccc1.O=[N+]([O-])c1ccccc1.O=[N+]([O-])c1ccccc1.O=[N+]([O-])c1ccccc1.O=[N+]([O-])c1ccccc1.O=[N+]([O-])c1ccccc1.O=C1CCCO1.O=C1CCCO1.


# C62H73N3O6PS2Sr

C62H73N3O6PS2Sr as an isolated structure at a distorted geometry (ωB97M-V with the def2-TZVPD basis set, the Open Molecules 2025 dataset).

```
! wB97M-V def2-TZVPD RIJCOSX def2/J DEFGRID3
* xyz -1 1
Sr -0.1495 0.0723 -0.3388
C 1.0301 -7.4256 1.3129
C 0.7271 -6.2274 2.2212
C 2.0027 -5.8508 2.9751
C -0.3332 -6.6332 3.2549
C 0.2134 -5.0676 1.3792
C 0.9119 -3.9214 1.1847
C 0.4371 -2.9317 0.2703
N 1.2774 -2.0197 -0.1929
C 2.2369 -1.4844 0.6446
C 3.5853 -1.4807 0.2687
C 4.5386 -0.9027 1.0652
C 4.1125 -0.2470 2.2476
C 2.8075 -0.1330 2.6429
C 1.7898 -0.7198 1.8080
O 0.5529 -0.5120 1.9778
C 2.3746 0.6132 3.8997
C 1.5508 1.8504 3.5129
C 1.5369 -0.3091 4.7945
C 3.5770 1.0897 4.7180
C 6.0116 -0.9940 0.6685
C 6.4524 -2.4643 0.6801
C 6.9222 -0.2131 1.6147
C 6.1890 -0.4288 -0.7490
C -0.9314 -3.0264 -0.2805
O -1.5110 -2.0083 -0.6956
C -1.5954 -4.3188 -0.1523
C -1.0228 -5.2419 0.6646
C -2.9320 -4.5316 -0.8546
C -4.0135 -3.6765 -0.1772
C -2.8195 -4.1424 -2.3348
C -3.3724 -5.9963 -0.7872
H 1.4688 -8.2383 1.8970
H 1.7319 -7.1527 0.5235
H 0.1258 -7.8090 0.8377
H 2.2864 -6.6643 3.6460
H 1.8625 -4.9516 3.5766
H 2.8386 -5.6748 2.2962
H 0.0160 -7.4964 3.8265
H -1.2799 -6.9064 2.7897
H -0.5284 -5.8185 3.9538
H 1.8878 -3.7496 1.6180
H 3.8460 -1.9988 -0.6458
H 4.8743 0.2099 2.8590
H 0.6105 1.5832 3.0380
H 2.1042 2.4811 2.8145
H 1.3355 2.4364 4.4119
H 0.6377 -0.6450 4.2837
H 1.2407 0.2277 5.7004
H 2.1180 -1.1832 5.0996
H 4.1836 1.8119 4.1696
H 4.2220 0.2616 5.0205
H 3.2199 1.5821 5.6254
H 6.4027 -2.8875 1.6858
H 7.4820 -2.5506 0.3226
H 5.8160 -3.0658 0.0299
H 6.8558 -0.5715 2.6443
H 6.6863 0.8523 1.6080
H 7.9600 -0.3248 1.2923
H 5.7728 -1.1101 -1.4933
H 7.2547 -0.3144 -0.9692
H 5.6868 0.5317 -0.8667
H -1.5243 -6.1928 0.7849
H -3.7800 -2.6172 -0.2510
H -4.1073 -3.9398 0.8784
H -4.9786 -3.8528 -0.6599
H -2.5582 -3.0940 -2.4586
H -3.7762 -4.3217 -2.8309
H -2.0653 -4.7517 -2.8380
H -3.6264 -6.3022 0.2300
H -2.6023 -6.6744 -1.1610
H -4.2655 -6.1330 -1.3998
O 3.8822 1.9563 -1.2701
C 2.7673 1.5101 -1.5417
O 1.8366 1.2432 -0.7247
C 2.4282 1.2987 -3.0398
P 1.1996 -0.0100 -3.4272
C 2.1793 -1.5594 -3.4014
C 3.5703 -1.6013 -3.4040
C 4.2471 -2.8115 -3.3171
C 3.5402 -4.0008 -3.2335
C 2.1530 -3.9726 -3.2335
C 1.4835 -2.7633 -3.3072
C 0.9356 0.2243 -5.2233
C 1.2627 -0.7468 -6.1661
C 1.0127 -0.5391 -7.5155
C 0.4391 0.6467 -7.9435
C 0.1065 1.6169 -7.0071
C 0.3439 1.4098 -5.6589
H 3.3447 1.1971 -3.6229
H 1.9388 2.2215 -3.3716
H 4.1466 -0.6869 -3.4473
H 5.3306 -2.8150 -3.3083
H 4.0657 -4.9447 -3.1566
H 1.5892 -4.8939 -3.1485
H 0.3996 -2.7516 -3.2634
H 1.7200 -1.6757 -5.8545
H 1.2769 -1.3116 -8.2280
H 0.2481 0.8150 -8.9962
H -0.3549 2.5455 -7.3210
H 0.0288 2.1522 -4.9337
S -2.5568 1.3466 1.9208
C -2.6394 2.9795 1.8048
N -3.4053 3.7871 2.5602
C -3.6467 5.1610 2.1421
C -3.8083 5.1523 0.6360
N -2.5744 4.6598 0.0603
C -2.0856 5.3083 -1.1552
C -1.5891 6.7082 -0.8932
C -2.3159 7.8076 -1.3378
C -1.8877 9.1019 -1.0757
C -0.7199 9.3070 -0.3601
C 0.0146 8.2160 0.0851
C -0.4129 6.9256 -0.1783
C -1.8440 3.7239 0.7066
S -0.3008 3.3329 0.3771
C -4.1677 3.2965 3.7004
C -5.6442 3.2124 3.4039
C -6.5590 3.9770 4.1153
C -7.9154 3.9132 3.8239
C -8.3642 3.0847 2.8101
C -7.4545 2.3189 2.0906
C -6.1035 2.3796 2.3838
H -2.8185 5.8098 2.4447
H -4.5585 5.5020 2.6322
H -3.9881 6.1556 0.2492
H -4.6567 4.5137 0.3609
H -2.9177 5.3418 -1.8651
H -1.3183 4.6622 -1.5843
H -3.2249 7.6416 -1.9059
H -2.4652 9.9450 -1.4334
H -0.3760 10.3126 -0.1533
H 0.9337 8.3713 0.6357
H 0.1646 6.0760 0.1608
H -3.9941 3.9721 4.5439
H -3.7672 2.3167 3.9572
H -6.2052 4.6274 4.9075
H -8.6176 4.5144 4.3872
H -9.4197 3.0329 2.5761
H -7.8004 1.6679 1.2982
H -5.3919 1.7819 1.8281
C -3.1292 1.3366 -3.4739
C -1.9503 1.7916 -2.6062
O -1.1129 2.5510 -3.1205
O -1.9056 1.3181 -1.4334
H -3.3568 2.0713 -4.2455
H -4.0119 1.1221 -2.8715
H -2.8446 0.4089 -3.9763
*
```

Its molecular weight is 1139.01 g/mol. The energy relative to the best compared isomer or geometry (same formula, charge and spin) comes out at 116.67 kJ/mol. For the HOMO energy, the calculation gives -4.17 eV. Its energy is -114036.89197 eV. As for the strongest force on any atom: 0.0317 Eh/bohr. The gap between HOMO and LUMO comes out at 4.86 eV.